This record from the Open Molecules 2025 dataset describes the molecule C17H16ClFN2O2S2 in a non-equilibrium geometry. The level of theory is ωB97M-V with the def2-TZVPD basis set.

Atoms and positions in Å:
C1 -3.2208 4.3837 3.6845
C2 -2.7573 3.7426 2.4140
C3 -3.6310 3.5631 1.3466
C4 -3.1935 2.9881 0.1657
C5 -1.8746 2.5929 0.0566
S1 -1.3303 1.7793 -1.4352
O1 0.0747 1.9662 -1.6182
O2 -2.2319 2.0809 -2.5027
N1 -1.5582 0.1563 -1.0771
C6 -2.8918 -0.4282 -1.0337
C7 -2.6794 -1.6740 -0.1364
N2 -1.3172 -1.5833 0.3396
C8 -0.7676 -0.5743 -0.2050
S2 0.8627 -0.0711 0.0699
C9 1.4199 -1.4970 1.1134
C10 2.2352 -2.4408 0.2980
C11 1.7844 -3.7187 -0.0179
F1 0.6007 -4.1340 0.4688
C12 2.5139 -4.5966 -0.7990
C13 3.7416 -4.1934 -1.2928
C14 4.2294 -2.9318 -1.0013
C15 3.4790 -2.0715 -0.2163
Cl1 4.0873 -0.4973 0.1294
C16 -0.9846 2.7663 1.0994
C17 -1.4305 3.3420 2.2748
H1 -2.7741 3.8966 4.5482
H2 -4.3031 4.3413 3.7724
H3 -2.9189 5.4310 3.6997
H4 -4.6600 3.8777 1.4394
H5 -3.8498 2.8595 -0.6809
H6 -3.5991 0.2841 -0.5983
H7 -3.2154 -0.6762 -2.0453
H8 -2.7929 -2.6069 -0.6935
H9 -3.3554 -1.7013 0.7211
H10 0.5150 -1.9655 1.4923
H11 2.0126 -1.0608 1.9161
H12 2.1132 -5.5751 -1.0091
H13 4.3213 -4.8645 -1.9066
H14 5.1856 -2.6090 -1.3802
H15 0.0413 2.4606 0.9696
H16 -0.7430 3.4856 3.0951

Forces on atoms 1 to 6 (eV/Å):
C 0.02 0.06 -0.01
C 0.00 -0.06 -0.08
C 0.10 -0.05 0.01
C -0.16 0.03 -0.11
C 0.17 -0.23 -0.64
S -0.15 -0.25 0.06

Properties
**SMILES**: Cc1ccc(S(=O)(=O)N2CCN=C2SCc2c(F)cccc2Cl)cc1
**Energy**: -61873.97951 eV
**Highest occupied orbital energy**: -8.7 eV

Atomic partial charges in e from the Mulliken method, atoms 1 to 2:
1. C -1.4376
2. C 0.9100

***

This record from the Open Molecules 2025 dataset describes the molecule C2H8N4O in a non-equilibrium geometry. The level of theory is ωB97M-V with the def2-TZVPD basis set.

Atoms and positions in Å:
C1 2.2103 -0.1552 0.0252
N1 0.8482 -0.5943 -0.2919
C2 -0.1398 0.3163 -0.2145
N2 0.1411 1.5720 -0.1108
O1 -1.0853 2.3066 -0.0324
N3 -1.4508 -0.2136 -0.3153
N4 -1.6090 -1.5449 0.0714
H1 2.3119 0.3199 1.0108
H2 2.5165 0.5775 -0.7379
H3 2.8416 -1.0299 -0.0224
H4 0.5875 -1.5440 -0.0530
H5 -0.8044 3.1748 0.2611
H6 -2.1144 0.4991 -0.0649
H7 -1.9872 -1.6485 1.0211
H8 -2.2663 -2.0358 -0.5466

Forces on atoms 1 to 6 (eV/Å):
C -0.45 0.20 -0.51
N 1.29 -0.33 0.34
C -1.23 -0.30 -0.03
N -0.29 -0.17 0.13
O -0.18 -0.11 -0.14
N 1.23 0.98 -0.21

Properties
**SMILES**: CN/C(=N/O)NN
**Energy above the lowest of the compared OMol25 structures with the same formula, charge and spin**: 3.2508 eV
**Energy**: -10209.36195 eV
**Highest occupied orbital energy**: -7.9 eV

Atomic partial charges in e from the Mulliken method, atoms 1 to 2:
1. C -0.8283
2. N -0.2447

***

This record from the Open Molecules 2025 dataset describes a cluster of 2 separate species, C4H9N in total in a non-equilibrium geometry. The level of theory is ωB97M-V with the def2-TZVPD basis set.

Atoms and positions in Å:
C1 0.2763 -1.2270 1.3159
C2 1.5438 -0.7500 1.1415
N1 1.8810 0.6019 0.9602
H1 -0.5094 -0.8301 0.7334
H2 0.2983 -2.2509 1.6713
H3 2.3350 -1.5654 0.8717
H4 2.8388 0.7203 0.6784
H5 1.6806 1.2491 1.6634
C3 -1.9930 0.3172 -2.3113
C4 -1.8372 1.0098 -1.1014
H6 -1.0901 -0.3128 -2.5921
H7 -2.7664 0.2536 -2.9766
H8 -1.1978 0.8025 -0.2766
H9 -2.6955 1.6205 -0.7623

Forces on atoms 1 to 6 (eV/Å):
C 2.79 -0.43 -0.16
C -0.16 -1.15 -0.63
N 0.77 -1.75 -1.69
H -1.26 0.81 0.62
H -0.63 -0.12 -0.55
H -0.77 1.80 1.39

Properties
**SMILES**: C=CN.C=C
**Energy above the lowest of the compared OMol25 structures with the same formula, charge and spin**: 3.0331 eV
**Energy**: -5780.77882 eV
**Highest occupied orbital energy**: -8.2 eV

Atomic partial charges in e from the Mulliken method, atoms 1 to 2:
1. C -0.6985
2. C 0.0954

***

This record from the Open Molecules 2025 dataset describes the molecule C3H6OS in a non-equilibrium geometry. The level of theory is ωB97M-V with the def2-TZVPD basis set.

Atoms and positions in Å:
S1 -2.2178 0.2236 -0.5701
C1 -0.7065 -0.7506 -0.1356
C2 0.6402 0.0502 -0.5621
C3 1.3381 0.6866 0.5080
O1 1.8357 -0.4945 -0.0452
H1 -2.8028 0.3757 0.6981
H2 -0.7978 -0.8216 0.9054
H3 -0.6009 -1.6623 -0.7606
H4 0.5289 0.2500 -1.6910
H5 1.8401 1.6176 0.1969
H6 0.9427 0.5252 1.4562

Forces on atoms 1 to 6 (eV/Å):
S -0.29 -0.01 0.73
C 1.61 1.33 -2.65
C -3.70 -2.06 -1.12
C 0.91 2.32 -1.76
O 0.39 -0.93 -0.83
H 0.89 -0.30 -1.25

Properties
**SMILES**: SC[C@H]1CO1
**Energy above the lowest of the compared OMol25 structures with the same formula, charge and spin**: 2.2765 eV
**Energy**: -16088.71412 eV
**Highest occupied orbital energy**: -9.2 eV

Atomic partial charges in e from the Mulliken method, atoms 1 to 2:
1. S -0.2274
2. C -0.7507

***

This record from the Open Molecules 2025 dataset describes a cluster of 2 separate species, C4H12 in total in a non-equilibrium geometry. The level of theory is ωB97M-V with the def2-TZVPD basis set.

Atoms and positions in Å:
C1 -0.2377 -2.5173 0.4438
C2 -1.1377 -1.3382 0.9029
H1 0.6557 -2.1016 -0.0279
H2 0.0627 -3.1308 1.2911
H3 -0.7273 -3.1420 -0.3037
H4 -2.0679 -1.3811 0.3424
H5 -0.6303 -0.3935 0.8485
H6 -1.3982 -1.4327 1.9639
C3 0.0613 1.9660 -1.1189
C4 1.3284 1.8784 -0.2795
H7 -0.6496 2.6959 -0.7207
H8 0.2647 2.2850 -2.1415
H9 -0.4414 1.0063 -1.1575
H10 2.0035 1.0665 -0.5444
H11 1.0471 1.7070 0.7702
H12 1.8668 2.8320 -0.2685

Forces on atoms 1 to 6 (eV/Å):
C 0.01 0.75 0.01
C -0.07 -1.19 0.65
H 0.11 -0.20 0.04
H 0.10 -0.13 -0.05
H -0.06 -0.09 0.10
H -0.08 0.54 -0.11

Properties
**Multiplicity**: 2
**Energy above the lowest of the compared OMol25 structures with the same formula, charge and spin**: 0.2169 eV
**⟨S²⟩**: 0.7503
**Energy**: -4340.81961 eV
**Highest occupied orbital energy (alpha / beta)**: 1.6 / -7.8 eV
**Net charge**: -1

Atomic partial charges in e from the Mulliken method, atoms 1 to 2:
1. C -1.4873
2. C 0.1348

***

This record from the Open Molecules 2025 dataset describes a structure of composition CuH10O5. The level of theory is ωB97M-V with the def2-TZVPD basis set.

Atoms and positions in Å:
Cu1 0.3037 -0.0346 0.1515
O1 -2.2800 0.2239 0.8609
H1 -2.9327 0.5274 0.2299
H2 -2.2742 0.8961 1.5423
O2 -0.2361 -1.2773 -1.7241
H3 -0.9146 -0.7362 -2.1278
H4 -0.4346 -2.1675 -2.0146
O3 0.2222 -1.1944 2.0931
H5 -0.1313 -2.0802 2.1750
H6 0.2578 -0.8663 2.9916
O4 2.5272 -0.2743 -0.1093
H7 3.1253 -0.2884 0.6379
H8 3.0584 0.0520 -0.8357
O5 0.0815 2.1319 -1.0776
H9 -0.2185 2.0681 -1.9844
H10 -0.1541 3.0198 -0.8088

Forces on atoms 1 to 6 (eV/Å):
Cu -0.21 0.11 -0.04
O 0.27 -0.55 0.01
H -0.25 0.16 -0.42
H 0.12 0.34 0.34
O 0.44 0.24 0.21
H -0.42 0.43 -0.20

Properties
**Multiplicity**: 2
**Energy above the lowest of the compared OMol25 structures with the same formula, charge and spin**: 0.0000 eV
**⟨S²⟩**: 0.7509
**Energy**: -55036.94219 eV
**Highest occupied orbital energy (alpha / beta)**: -3.0 / -8.0 eV

Atomic partial charges in e from the Mulliken method, atoms 1 to 2:
1. Cu -2.1525
2. O -0.2069

***

Q: Among the records above, which one has the lowest energy?
A: C17H16ClFN2O2S2